Entry 1:
The following is a quantum chemistry calculation of a single C21H13ClN4OS2 molecule in a non-equilibrium geometry, from the Open Molecules 2025 dataset.

Calculated total energy in Ha: -2358.86423
HOMO-LUMO gap in eV: 7.34
Structure (SMILES): O=C(NNc1nc2ccc(Cl)cc2s1)c1cc(-c2cccs2)nc2ccccc12
Molecular weight in g mol⁻¹: 436.95

The geometry in XYZ format:
```
42
Properties=species:S:1:pos:R:3:forces:R:3:mulliken_charge:R:1
O 1.429598 0.246113 -2.450274 -1.269 1.223 1.309 -0.612
C 0.812918 0.673935 -1.457494 3.151 -1.927 -0.611 -0.127
N 1.548413 1.191556 -0.382350 -0.459 0.112 0.436 -0.236
N 2.988535 1.234801 -0.302652 -1.269 -0.208 1.230 -0.301
C 3.718760 1.250902 0.884011 0.186 0.208 -1.351 0.721
N 5.018860 1.365508 0.773894 -0.954 -0.188 0.408 -0.650
C 5.587860 1.431649 2.035487 0.569 0.066 -0.115 -0.208
C 6.966630 1.606045 2.302713 -0.647 -0.401 -0.068 -0.499
C 7.394765 1.741077 3.618193 -0.129 -0.328 0.468 -0.460
C 6.462095 1.643271 4.679502 -0.917 -0.281 -1.481 0.315
Cl 7.024720 1.702791 6.296871 0.064 0.123 0.453 -0.212
C 5.088617 1.434372 4.407760 1.181 0.650 0.517 -0.671
C 4.684058 1.352151 3.097516 0.304 0.215 -0.094 0.750
S 3.044846 1.226420 2.523243 0.132 -0.152 -0.854 -0.278
C -0.643071 0.373552 -1.236586 -0.802 -0.296 2.399 0.804
C -1.055823 -0.256077 -0.022687 0.442 1.490 -2.557 -0.703
C -2.414871 -0.516759 0.232104 0.395 0.768 -2.334 0.806
C -2.782069 -1.101941 1.510705 -1.641 -0.205 0.209 -0.267
C -4.113303 -1.215344 1.863710 1.879 -0.945 2.245 -0.445
C -4.219290 -1.755950 3.236310 0.045 0.379 -1.749 -0.518
C -3.010348 -2.014242 3.820898 -0.449 0.071 -0.169 -0.399
S -1.643801 -1.680070 2.742442 -2.046 0.388 0.109 -0.148
N -3.333925 -0.202860 -0.710558 0.133 -0.724 1.707 -0.586
C -2.982675 0.359101 -1.885145 -0.086 -0.084 0.473 0.034
C -4.000613 0.651189 -2.843610 0.359 -0.044 -0.822 -0.826
C -3.670768 1.153689 -4.081971 -0.542 -0.188 0.346 -0.306
C -2.335742 1.454810 -4.395807 0.009 -0.101 0.136 -0.818
C -1.370916 1.254863 -3.438526 0.935 0.939 -1.661 -0.439
C -1.637192 0.684159 -2.188807 -0.052 -0.094 -0.078 0.950
H 1.018154 1.503879 0.446524 0.867 -0.018 -0.739 0.375
H 3.569261 1.265314 -1.126543 -0.629 0.031 -0.370 0.313
H 7.651353 1.527574 1.457461 -0.073 0.360 0.326 0.397
H 8.459880 1.863917 3.877295 -0.689 -0.075 -0.284 0.363
H 4.324949 1.470008 5.161551 0.123 -0.219 0.569 0.383
H -0.328393 -0.507673 0.699418 0.778 -0.250 0.679 0.762
H -4.923680 -0.932967 1.215874 -0.054 0.046 -0.031 0.465
H -5.209750 -1.974599 3.638624 0.524 0.126 0.339 0.363
H -2.928837 -2.374915 4.858852 0.450 0.120 -0.851 0.396
H -5.029054 0.393314 -2.669928 -0.151 -0.081 0.491 0.445
H -4.440401 1.328003 -4.843312 0.216 -0.137 0.438 0.357
H -2.137084 1.806064 -5.415742 0.325 0.021 0.651 0.373
H -0.357232 1.568806 -3.703530 -0.207 -0.389 0.282 0.335
```
Forces are in eV/Å.

Entry 2:
The following is a quantum chemistry calculation of a molecular structure, C21H13N5NiO6S9Sb in a non-equilibrium geometry, from the Open Molecules 2025 dataset.

Calculated total energy in Ha: -6865.48141
Spin multiplicity: 2
HOMO-LUMO gap (spin up / spin down) in eV: 3.50 / 3.29
<S²>: 0.805
Net charge: -2
Molecular weight in g mol⁻¹: 900.42

The geometry in XYZ format:
```
56
Properties=species:S:1:pos:R:3:forces:R:3:mulliken_spin:R:1
Ni -0.171229 0.271503 -0.230366 -0.441 1.051 -0.453 0.095
S 1.784844 1.149615 -4.556949 0.026 -0.054 0.055 0.000
Sb 0.711721 -0.015788 -2.883615 -0.066 -0.007 -1.252 -0.001
S 1.309289 -2.264393 -2.966230 0.039 -0.111 0.141 -0.003
S 0.814578 2.288636 -0.076318 -0.171 -0.760 -0.227 -0.057
N 0.210953 -2.036600 3.364255 -0.068 -0.123 0.272 -0.008
C 0.965422 -1.042826 3.964709 0.044 -0.035 0.094 -0.055
C 1.391768 -0.865530 5.293398 0.003 0.077 0.005 0.478
C 1.933138 0.412585 5.606135 -0.118 -0.136 -0.072 -0.118
C 2.136161 1.376052 4.669898 0.003 -0.022 -0.151 0.330
C 1.960492 1.140537 3.179578 0.098 -0.158 -0.070 -0.096
C 1.151668 -0.096312 2.971434 -0.226 0.162 0.012 0.224
N 0.481725 -0.453566 1.846780 0.204 -0.045 0.310 -0.031
C -0.059577 -1.622669 2.099395 -0.079 -0.022 -0.142 0.078
C -0.839131 -2.306383 1.077606 0.135 0.282 0.066 -0.008
C -1.570846 -3.445308 1.136482 -0.035 -0.200 0.075 0.050
S -2.288718 -3.732765 -0.390551 -0.027 -0.005 -0.099 0.012
C -1.569603 -2.306471 -1.010221 0.031 -0.154 -0.150 -0.009
N -0.855789 -1.668817 -0.141946 0.124 0.292 0.166 0.013
H -0.165428 -2.851076 3.814613 0.041 -0.032 -0.009 0.000
H 1.239658 -1.615305 6.058001 -0.008 0.033 -0.028 0.008
H 2.159363 0.634347 6.642494 0.010 -0.014 -0.022 -0.008
H 2.530483 2.339531 4.965766 0.012 -0.032 -0.001 0.017
H 1.469607 1.964253 2.650792 0.020 0.008 0.019 0.027
H -1.718490 -4.113651 1.971691 0.012 0.060 -0.071 0.002
H -1.695742 -1.987349 -2.036967 0.062 0.041 0.074 0.001
C 2.969706 4.327663 3.023540 0.035 0.018 -0.012 -0.002
S 3.790221 3.613266 1.584715 -0.068 -0.015 -0.014 0.002
C 4.147739 1.965635 2.088442 0.129 0.089 -0.145 -0.001
C 3.366530 1.002714 2.592667 -0.075 -0.113 0.328 0.076
S 2.071175 0.773769 -0.660103 -0.065 -0.020 0.618 -0.041
S 4.150251 -0.544167 2.834322 -0.152 -0.012 0.062 0.006
C 5.730346 -0.119012 2.311290 -0.035 0.026 0.012 -0.001
S 7.022590 -1.141254 2.358574 0.004 -0.005 -0.036 0.002
S 5.800726 1.506101 1.757880 0.120 0.080 -0.064 0.005
H 2.832753 5.378143 2.765576 -0.002 -0.012 0.050 0.000
H 3.594568 4.253011 3.913048 -0.038 0.001 -0.008 0.000
H 1.990828 3.883857 3.190762 0.018 0.053 0.011 0.001
O -4.263025 0.522225 -1.135738 0.269 0.040 -0.034 0.000
C -3.192617 0.601915 -0.523617 -0.293 -0.088 0.175 -0.002
O -2.035341 0.816268 -0.970242 0.319 -0.053 0.515 0.002
C -3.313518 0.381870 0.995863 0.122 -0.100 -0.013 0.000
C -2.417656 0.936147 1.902008 -0.016 0.150 -0.049 0.009
C -2.575691 0.661446 3.249237 0.094 0.146 0.089 0.001
C -3.573398 -0.152725 3.736986 -0.012 -0.048 0.308 0.001
C -4.456266 -0.672501 2.816588 -0.168 -0.104 0.006 0.001
C -4.354095 -0.408630 1.463781 -0.090 -0.137 -0.110 0.000
N -5.563467 -1.519586 3.317985 0.261 0.193 -0.109 0.000
O -5.648634 -1.685891 4.521178 -0.019 -0.043 0.063 0.000
O -6.324463 -1.996394 2.504938 -0.080 -0.063 -0.052 0.000
N -1.657514 1.278610 4.232048 -0.063 -0.320 -0.235 -0.008
O -0.979074 2.207568 3.857677 0.073 0.178 0.021 0.010
O -1.634399 0.803587 5.352505 -0.013 0.080 0.110 0.002
H -1.619289 1.583324 1.560170 0.082 -0.045 -0.030 -0.004
H -3.672798 -0.353326 4.791657 0.021 -0.005 -0.012 0.000
H -5.066872 -0.806266 0.754392 0.015 0.033 0.011 0.001
```
Forces are in eV/Å.

Which value of calculated total energy does entry 2 give?
-6865.48141 Ha

Among the records above, which one has the highest molecular weight?
C21H13N5NiO6S9Sb

Among the records above, which one has the highest molecular weight?
C21H13N5NiO6S9Sb